Record 1
Computed, not measured: a structure of composition C38H32N2O5PS2Ti in a non-equilibrium geometry, with ωB97M-V with the def2-TZVPD basis set.

Each line ends with the natural charge from an NBO analysis.
Positions of all 81 atoms, in Å:
Ti 0.327 -0.925 0.155  1.467
S 4.096 1.475 -1.029  0.450
S 0.196 -2.228 -4.446  0.455
P -1.071 1.077 -0.506  0.949
O -0.591 -1.732 3.072  -0.583
O 3.218 -0.402 1.979  -0.525
O 1.466 -4.298 1.183  -0.600
O 0.475 -0.237 1.846  -0.820
O 1.486 -2.267 0.327  -0.819
N 0.255 -1.460 -1.988  -0.525
N 1.760 0.493 -0.686  -0.532
C 0.140 2.537 -2.522  -0.151
C -1.567 -1.687 0.345  -0.466
C -4.048 -1.602 0.201  -0.108
C -1.932 4.938 0.657  -0.201
C -5.127 0.425 -0.582  -0.229
C -1.705 3.837 -0.151  -0.212
C -1.445 3.625 2.610  -0.224
C -4.099 -2.929 0.675  -0.160
C 3.768 -1.705 2.014  0.087
C 3.505 0.319 -2.169  -0.411
C 2.584 1.352 -0.162  0.188
C 4.755 -1.641 3.197  -0.428
C -3.883 1.049 -0.722  -0.199
C 2.261 2.268 0.955  -0.670
C -0.445 -2.191 -2.819  0.151
C 2.745 -0.382 3.316  0.096
C -1.508 0.959 -3.275  -0.197
C -2.771 -0.986 0.052  0.024
C 1.360 -0.926 -2.593  0.174
C -1.349 2.622 0.425  -0.360
C 0.459 2.836 -3.832  -0.230
C -2.940 -3.596 0.970  -0.218
C 4.002 -0.690 4.145  -0.422
C -1.231 2.518 1.812  -0.139
C 1.789 -1.589 3.338  -0.330
C -0.200 2.189 -4.867  -0.213
C 2.240 -0.083 -1.826  0.094
C -2.734 0.352 -0.420  -0.350
C -1.182 1.254 -4.586  -0.202
C -5.206 -0.868 -0.135  -0.169
C 1.768 -3.123 1.245  0.813
C -0.859 1.609 -2.230  -0.372
C -1.687 -2.986 0.799  -0.208
C -1.630 -3.020 -2.497  -0.669
C 1.493 -1.216 -3.929  -0.429
C 2.575 -2.594 2.443  -0.330
C 0.439 -1.194 2.713  0.780
C -1.797 4.835 2.031  -0.206
H -1.368 -3.745 -1.724  0.269
H 3.090 2.317 1.655  0.242
H -2.274 0.229 -3.053  0.227
H 4.929 -2.622 3.631  0.212
H -3.822 2.077 -1.051  0.212
H -1.333 3.552 3.682  0.216
H 4.104 -0.001 -2.992  0.245
H 2.076 3.272 0.565  0.235
H 1.225 3.566 -4.052  0.215
H -2.212 5.883 0.213  0.213
H 1.370 1.905 1.463  0.269
H 4.206 -1.956 1.046  0.212
H 2.252 -0.890 -4.608  0.245
H 3.759 -1.139 5.105  0.212
H 2.266 0.570 3.549  0.210
H 5.710 -1.221 2.882  0.212
H -2.975 -4.616 1.326  0.209
H 1.602 -1.992 4.337  0.240
H -6.169 -1.348 -0.026  0.208
H -1.691 0.745 -5.391  0.216
H -5.064 -3.401 0.800  0.197
H 2.891 -3.472 3.011  0.237
H -2.454 -2.415 -2.117  0.259
H 4.561 0.228 4.314  0.210
H -1.965 5.698 2.656  0.213
H -0.971 1.560 2.253  0.240
H 0.653 3.023 -1.703  0.205
H -1.962 -3.545 -3.389  0.222
H -1.807 3.923 -1.225  0.221
H -0.805 -3.580 1.029  0.230
H 0.048 2.411 -5.893  0.214
H -6.025 0.972 -0.830  0.211

Computed properties:
HOMO energy (alpha / beta) in eV: -6.03 / -7.39
Expectation value of S²: 0.75
ΔE to the lowest compared entry with this formula, charge and spin in kJ/mol: 51.4
Orbital gap (alpha / beta) in eV: 5.98 / 7.36
Charge: 0
2S+1: 2

***

Record 2
Computed, not measured: a cluster of 6 separate species, C15H39N3O6S3 in total in a non-equilibrium geometry, with ωB97M-V with the def2-TZVPD basis set.

Each line ends with the natural charge from an NBO analysis.
Positions of all 66 atoms, in Å:
S 2.401 -0.401 -2.277  1.192
S -1.569 0.718 2.531  1.313
S -3.411 -4.018 1.162  1.149
O 3.113 5.898 0.688  -0.607
O -2.401 -0.318 3.206  -0.524
O 1.116 4.943 -3.382  -0.629
O -1.868 -3.703 1.117  -1.019
O 1.836 0.621 -1.317  -1.027
O -0.021 -6.281 5.057  -0.624
N -0.786 4.123 -2.675  -0.626
N 1.508 4.479 -0.059  -0.641
N -0.165 -5.723 2.884  -0.615
C -0.162 -5.428 4.193  0.671
C 3.630 -1.226 -1.189  -0.787
C -0.329 -3.939 4.638  -0.702
C 3.749 4.488 -1.175  -0.713
C 0.419 4.869 0.767  -0.420
C -0.009 -6.985 2.241  -0.416
C 2.833 4.981 -0.102  0.683
C -0.418 -0.458 1.614  -0.716
C -0.059 5.042 -3.262  0.673
C -3.884 -3.706 -0.676  -0.773
C -0.803 6.294 -3.744  -0.734
C -2.575 1.513 1.157  -0.751
C 3.482 0.442 -3.558  -0.805
C -0.250 2.766 -2.326  -0.431
C -3.420 -5.867 1.252  -0.791
H -0.524 5.051 0.251  0.189
H -3.621 1.546 1.462  0.279
H -0.793 2.066 -2.962  0.203
H -0.074 -4.938 2.255  0.400
H 4.040 1.266 -3.113  0.241
H 4.092 -0.246 -4.143  0.247
H -2.401 0.868 0.295  0.267
H 0.650 -7.558 2.893  0.236
H -4.275 -2.705 -0.862  0.229
H 0.606 -6.840 1.353  0.201
H -0.582 2.582 -1.304  0.174
H 0.181 -0.755 2.475  0.261
H -0.368 -3.226 3.815  0.188
H 0.062 0.065 0.788  0.286
H 4.422 -0.502 -0.999  0.240
H -3.110 -3.953 -1.403  0.245
H 3.357 3.613 -1.693  0.215
H -0.268 7.230 -3.905  0.253
H 0.626 5.802 1.291  0.242
H -2.544 -6.337 0.805  0.254
H 2.764 0.874 -4.254  0.242
H 1.194 3.963 -0.869  0.393
H -1.520 6.564 -2.969  0.216
H -1.330 -3.866 5.062  0.234
H -0.941 -7.454 1.924  0.187
H -2.212 2.541 1.140  0.269
H -3.458 -6.127 2.310  0.252
H 0.396 -3.625 5.389  0.241
H -1.789 4.236 -2.633  0.393
H -4.721 -4.367 -0.902  0.229
H 0.121 4.243 1.608  0.156
H 3.977 5.235 -1.936  0.260
H 0.818 2.599 -2.465  0.261
H 3.902 -2.054 -1.844  0.224
H -1.006 -1.333 1.337  0.299
H 3.188 -1.649 -0.287  0.242
H 4.700 4.073 -0.843  0.242
H -1.089 6.163 -4.788  0.245
H -4.426 -6.168 0.960  0.238

Computed properties:
HOMO energy (alpha / beta) in eV: -11.21 / -11.21
Expectation value of S²: 0.76
Orbital gap (alpha / beta) in eV: 7.52 / 3.23
Charge: +1
2S+1: 2

***

Record 3
Computed, not measured: a cluster of 2 separate species, C5H13O2 in total in a non-equilibrium geometry, with ωB97M-V with the def2-TZVPD basis set.

Each line ends with the natural charge from an NBO analysis.
Positions of all 20 atoms, in Å:
O -0.153 0.094 2.282  -1.001
O -2.524 1.600 1.928  -0.993
C 0.723 -0.757 1.653  -0.027
C 0.232 0.212 -0.665  -0.221
C 0.834 0.534 -2.037  -0.592
C -0.959 -0.832 -0.871  -0.641
C 1.267 -0.275 0.320  -0.419
H -0.190 1.075 -0.263  0.204
H 0.219 -1.677 1.552  0.105
H 0.124 1.073 -2.682  0.191
H 1.615 1.409 -1.952  0.184
H -1.780 -0.435 -1.584  0.185
H -1.831 0.935 2.147  0.524
H -2.310 1.571 0.980  0.445
H 1.900 0.657 0.550  0.185
H -0.571 -1.820 -1.233  0.188
H -1.364 -0.890 0.189  0.250
H 1.557 -1.175 2.377  0.074
H 1.933 -1.041 -0.143  0.169
H 1.280 -0.256 -2.547  0.190

Computed properties:
HOMO energy in eV: -2.79
ΔE to the lowest compared entry with this formula, charge and spin in kJ/mol: 95.9
Orbital gap in eV: 6.58
Charge: -1
2S+1: 1

***

Record 4
Computed, not measured: an isolated molecule of CH2INO3 in a non-equilibrium geometry, with ωB97M-V with the def2-TZVPD basis set.

Each line ends with the natural charge from an NBO analysis.
Positions of all 8 atoms, in Å:
I -1.744 -2.250 -0.889  0.163
O 0.371 -0.481 0.516  -0.446
O 1.937 0.442 1.682  -0.307
O 0.945 1.725 0.281  -0.346
N 1.158 0.723 0.856  0.745
C -0.800 -0.362 -0.620  -0.263
H -1.682 0.239 -0.320  0.224
H -0.186 -0.035 -1.506  0.230

Computed properties:
HOMO energy in eV: -10.24
ΔE to the lowest compared entry with this formula, charge and spin in kJ/mol: 41.0
Orbital gap in eV: 10.13
Charge: 0
2S+1: 1

***

Record 5
Computed, not measured: a cluster of 4 separate species, C7H21NO3 in total in a non-equilibrium geometry, with ωB97M-V with the def2-TZVPD basis set.

Each line ends with the natural charge from an NBO analysis.
Positions of all 32 atoms, in Å:
O 2.072 3.007 1.212  -0.938
O 0.562 -2.901 1.140  -0.931
O -1.073 4.056 0.065  -0.939
N -1.827 0.689 0.703  -0.649
C 0.786 -1.605 -2.580  -0.401
C -1.656 -0.435 -0.169  -0.030
C -0.697 -1.480 -2.217  -0.439
C -0.261 0.054 2.542  -0.643
C -0.589 1.072 1.415  -0.252
C 1.795 -0.974 -1.587  -0.608
C -1.036 -0.313 -1.332  -0.220
H -1.698 3.389 -0.250  0.475
H 0.796 -0.024 2.810  0.212
H 1.319 -0.892 -0.601  0.181
H 0.243 0.907 0.751  0.204
H 2.704 -1.563 -1.519  0.220
H -0.307 3.552 0.355  0.466
H 1.086 -2.641 -2.724  0.209
H -0.212 -3.455 0.969  0.465
H -2.089 -1.335 0.230  0.178
H -0.757 0.397 3.453  0.203
H -0.597 0.664 -1.529  0.209
H 1.332 2.544 1.621  0.465
H -2.534 0.542 1.409  0.362
H -0.749 2.064 1.823  0.200
H -1.076 -2.417 -1.808  0.202
H 2.029 0.059 -1.855  0.212
H 2.851 2.615 1.621  0.474
H 0.459 -2.215 0.463  0.468
H 0.972 -1.118 -3.539  0.203
H -1.264 -1.312 -3.106  0.219
H -0.584 -0.930 2.233  0.223

Computed properties:
HOMO energy in eV: -8.75
ΔE to the lowest compared entry with this formula, charge and spin in kJ/mol: 89.5
Orbital gap in eV: 9.34
Charge: 0
2S+1: 1

***

Record 6
Computed, not measured: a cluster of 2 separate species, CH5FN2 in total in a non-equilibrium geometry, with ωB97M-V with the def2-TZVPD basis set.

Each line ends with the natural charge from an NBO analysis.
Positions of all 9 atoms, in Å:
F 1.541 0.914 -0.103  -0.369
N 2.089 -1.097 -0.734  -0.279
N 1.245 -0.553 -0.142  0.288
C -1.526 0.372 0.377  -0.872
H -1.958 -0.487 -0.041  0.201
H 2.914 -0.748 -1.073  0.373
H -2.194 1.153 0.068  0.217
H -1.662 0.196 1.433  0.205
H -0.449 0.251 0.216  0.236

Computed properties:
HOMO energy in eV: -11.52
ΔE to the lowest compared entry with this formula, charge and spin in kJ/mol: 297.6
Orbital gap in eV: 11.68
Charge: 0
2S+1: 1